Formula: C8H12N2O2S
Source: OMol25
Level of theory: wB97M-V/def2-TZVPD

CARTESIAN COORDINATES (ANGSTROEM)
C1 1.628 -3.674 -0.095
C2 0.558 -3.335 0.756
C3 1.871 -2.875 -1.169
C4 -0.226 -2.180 0.606
C5 1.118 -1.714 -1.390
C6 0.057 -1.347 -0.455
C7 0.730 1.575 1.686
C8 -0.363 2.941 0.116
N1 -2.722 1.335 -0.023
N2 -0.543 1.787 1.009
O1 1.141 2.754 2.361
O2 -0.667 -0.283 -0.807
S1 -1.572 0.472 0.490
H1 2.295 -4.478 0.159
H2 0.220 -3.999 1.557
H3 2.512 -3.393 -1.843
H4 -0.950 -1.891 1.362
H5 1.218 -1.190 -2.208
H6 0.763 2.916 3.262
H7 0.785 0.760 2.421
H8 1.417 1.455 0.949
H9 0.388 2.846 -0.616
H10 -1.125 2.979 -0.718
H11 -0.325 3.860 0.614
H12 -3.579 0.876 -0.079

Calculated values
net charge	0
multiplicity	1
highest occupied orbital energy	-8.581	eV
electronic energy	-26397.0959	eV
energy relative to the best compared isomer or geometry (same formula, charge and spin)	452.8	kJ/mol
LUMO energy	0.6	eV

---

Formula: C8H12N2O2S
Source: OMol25
Level of theory: wB97M-V/def2-TZVPD

CARTESIAN COORDINATES (ANGSTROEM)
C1 1.224 -1.225 1.965
N1 1.016 -0.607 0.659
C2 2.183 -0.420 -0.203
S1 0.261 0.928 0.817
O1 -0.854 0.740 1.664
O2 1.225 1.895 1.290
C3 -0.415 1.487 -0.854
C4 -1.808 1.517 -0.848
C5 -2.508 0.481 -0.373
C6 -1.982 -0.849 -0.146
C7 -0.881 -1.338 -0.787
N2 -0.216 -0.722 -1.791
C8 -0.083 0.519 -2.009
H1 0.244 -1.205 2.595
H2 1.472 -2.201 1.824
H3 1.862 -0.541 2.596
H4 2.501 -1.274 -0.744
H5 2.034 0.303 -0.953
H6 2.839 0.104 0.466
H7 0.216 2.395 -0.983
H8 -2.346 2.424 -0.923
H9 -3.554 0.559 -0.404
H10 -2.447 -1.480 0.510
H11 -0.481 -2.354 -0.501
H12 0.497 0.866 -2.864

Calculated values
net charge	0
multiplicity	1
highest occupied orbital energy	-8.502	eV
electronic energy	-26396.6921	eV
energy relative to the best compared isomer or geometry (same formula, charge and spin)	491.8	kJ/mol
LUMO energy	0.5	eV
SMILES	CN(C)S(=O)(=O)[C@@H]1C=CC=CN=C1

---

Formula: C8H12N2O3
Source: OMol25
Level of theory: wB97M-V/def2-TZVPD

CARTESIAN COORDINATES (ANGSTROEM)
C1 -0.148 -2.173 0.546
C2 -0.175 -0.770 0.871
C3 0.935 0.084 0.648
C4 0.856 1.478 0.696
C5 -0.202 2.133 0.086
N1 -0.895 1.579 -0.879
C6 -1.257 0.339 -0.852
N2 -1.529 -0.456 -1.900
C7 -2.340 -0.172 0.204
O1 -2.983 -1.214 0.030
O2 -2.646 0.758 1.142
O3 2.096 -0.564 0.206
C8 3.075 0.273 -0.361
H1 0.182 -2.711 1.541
H2 0.547 -2.279 -0.308
H3 -1.214 -2.548 0.300
H4 -0.708 -0.440 1.747
H5 1.661 2.055 1.145
H6 -0.206 3.237 -0.066
H7 -1.982 -1.276 -1.688
H8 -0.957 -0.061 -2.762
H9 -1.953 1.422 1.154
H10 3.764 -0.348 -0.824
H11 3.502 0.802 0.483
H12 2.576 0.852 -1.160

Calculated values
net charge	0
multiplicity	1
highest occupied orbital energy	-8.227	eV
electronic energy	-17609.6546	eV
energy relative to the best compared isomer or geometry (same formula, charge and spin)	332.1	kJ/mol
LUMO energy	0.3	eV
SMILES	C/C=C(/C=C\N=C(\N)C(=O)O)OC

---

Formula: C8H12N2O3S
Source: OMol25
Level of theory: wB97M-V/def2-TZVPD

CARTESIAN COORDINATES (ANGSTROEM)
C1 1.553 -0.299 -1.620
C2 1.945 -1.442 -1.083
C3 0.108 0.606 0.201
C4 -1.705 3.247 -0.634
C5 -2.068 -0.434 0.000
C6 -3.208 -1.148 0.655
C7 2.643 0.728 1.575
C8 2.302 -2.400 -0.268
N1 0.368 0.561 -1.217
N2 -1.059 0.109 0.696
O1 -2.302 3.646 0.295
O2 -1.096 2.964 -1.572
O3 -1.949 -0.791 -1.272
S1 1.160 1.689 1.189
H1 2.111 -0.143 -2.572
H2 -3.399 -2.070 0.036
H3 -4.169 -0.616 0.399
H4 -3.165 -1.216 1.814
H5 2.927 -0.022 0.761
H6 2.217 0.105 2.314
H7 3.343 1.399 1.812
H8 3.140 -2.238 0.545
H9 2.088 -3.410 -0.503
H10 0.460 1.458 -1.641
H11 -1.248 0.441 1.587
H12 -0.996 -0.723 -1.497

Calculated values
net charge	0
multiplicity	1
highest occupied orbital energy	-6.318	eV
electronic energy	-28443.9353	eV
energy relative to the best compared isomer or geometry (same formula, charge and spin)	352.5	kJ/mol
LUMO energy	0.5	eV

---

Formula: C8H12N2O4S
Source: OMol25
Level of theory: wB97M-V/def2-TZVPD

CARTESIAN COORDINATES (ANGSTROEM)
C1 -2.719 1.453 -0.871
C2 -1.976 0.986 1.346
C3 -1.846 0.528 -1.404
C4 -1.038 0.120 0.861
C5 -2.767 1.796 0.516
C6 -0.957 -0.115 -0.558
C7 4.254 0.246 0.783
C8 3.317 -0.787 0.279
N1 -3.512 2.840 0.996
N2 0.198 -0.752 -1.049
O1 1.483 -2.787 -1.172
O2 -0.905 -2.968 -0.416
O3 3.662 -1.494 -0.793
O4 2.327 -1.097 0.942
S1 0.591 -2.182 -0.211
H1 -3.445 2.037 -1.534
H2 -1.891 1.023 2.448
H3 -1.857 0.318 -2.458
H4 -0.441 -0.615 1.404
H5 4.200 1.148 0.243
H6 5.195 -0.110 0.598
H7 4.091 0.442 1.788
H8 -4.480 2.830 0.703
H9 -3.536 2.891 2.039
H10 0.304 -0.750 -2.099
H11 2.822 -2.038 -1.017
H12 -1.073 -2.961 -1.367

Calculated values
net charge	0
multiplicity	1
highest occupied orbital energy	-7.670	eV
electronic energy	-30495.0172	eV
energy relative to the best compared isomer or geometry (same formula, charge and spin)	0.0	kJ/mol
LUMO energy	0.7	eV

---

Formula: C8H12N2OS
Source: OMol25
Level of theory: wB97M-V/def2-TZVPD

CARTESIAN COORDINATES (ANGSTROEM)
C1 -0.110 0.466 -0.194
C2 -0.583 -0.521 0.559
C3 -0.009 0.703 -1.640
C4 0.448 -2.201 -0.824
C5 0.238 1.740 0.672
C6 -0.555 -0.180 1.978
C7 -0.739 -1.922 0.134
C8 0.198 1.203 2.088
N1 0.697 0.211 -2.582
N2 -0.790 1.802 -2.021
O1 2.881 -0.673 -1.644
S1 1.729 -1.131 -2.403
H1 1.402 -1.920 -0.223
H2 0.397 -3.190 -1.225
H3 1.275 2.104 0.434
H4 -0.572 2.409 0.614
H5 -1.669 -0.065 2.172
H6 -0.186 -0.889 2.678
H7 -0.552 -2.678 0.920
H8 -1.808 -1.959 -0.179
H9 1.126 0.910 2.434
H10 -0.208 1.949 2.728
H11 -1.605 2.092 -1.437
H12 -1.006 1.739 -3.040

Calculated values
net charge	0
multiplicity	1
highest occupied orbital energy (alpha / beta)	-8.202 / -8.203	eV
electronic energy	-24349.8844	eV
energy relative to the best compared isomer or geometry (same formula, charge and spin)	431.1	kJ/mol
LUMO energy (alpha / beta)	0.6 / 0.6	eV

---

Formula: C8H12N3S2
Source: OMol25
Level of theory: wB97M-V/def2-TZVPD

CARTESIAN COORDINATES (ANGSTROEM)
C1 -4.147 -0.231 0.619
C2 -2.824 -0.584 0.835
C3 -4.261 0.812 -0.340
C4 -1.873 0.159 0.175
C5 1.735 1.140 0.085
C6 -0.468 0.055 0.293
C7 -0.030 -1.233 0.888
C8 3.791 0.203 -0.653
N1 0.281 1.115 0.044
N2 2.415 0.131 -0.448
N3 1.664 -0.823 -1.189
S1 2.333 2.400 0.985
S2 -2.725 1.410 -0.792
H1 -4.972 -0.671 1.204
H2 -2.622 -1.250 1.673
H3 -5.119 1.245 -0.813
H4 0.032 -2.172 0.244
H5 -0.606 -1.374 1.730
H6 1.079 -1.178 1.237
H7 4.217 0.448 0.328
H8 4.280 -0.692 -0.965
H9 4.205 0.984 -1.397
H10 -0.185 1.957 -0.145
H11 2.286 -1.597 -1.482
H12 1.515 -0.256 -2.115

Calculated values
net charge	+1
multiplicity	1
highest occupied orbital energy	-12.125	eV
electronic energy	-34622.6421	eV
energy relative to the best compared isomer or geometry (same formula, charge and spin)	10.1	kJ/mol
LUMO energy	-4.9	eV

---

Formula: C8H12N5
Source: OMol25
Level of theory: wB97M-V/def2-TZVPD

CARTESIAN COORDINATES (ANGSTROEM)
C1 3.761 0.163 0.433
C2 2.951 0.527 1.509
C3 3.218 -0.148 -0.831
C4 1.607 0.635 1.255
C5 1.859 -0.037 -1.074
C6 1.075 0.403 0.037
C7 -2.571 -1.576 -0.259
C8 -2.301 1.330 0.441
N1 -2.100 -1.226 -1.294
N2 -0.286 0.709 -0.266
N3 -1.139 0.651 0.668
N4 -2.922 -2.254 0.763
N5 -1.700 -0.291 -2.055
H1 4.783 0.194 0.555
H2 3.459 1.001 2.430
H3 3.958 -0.443 -1.551
H4 0.957 1.142 1.973
H5 1.457 -0.485 -1.964
H6 -3.073 0.781 0.963
H7 -2.068 2.220 0.984
H8 -2.442 1.344 -0.650
H9 -3.901 -1.968 0.978
H10 -2.238 -2.510 1.433
H11 -1.001 0.455 -1.603
H12 -1.342 -0.616 -2.875

Calculated values
net charge	+1
multiplicity	1
highest occupied orbital energy	-12.295	eV
electronic energy	-15929.6438	eV
energy relative to the best compared isomer or geometry (same formula, charge and spin)	461.2	kJ/mol
LUMO energy	-3.8	eV

---

Formula: C8H12NO2PS
Source: OMol25
Level of theory: wB97M-V/def2-TZVPD

CARTESIAN COORDINATES (ANGSTROEM)
C1 -0.185 0.508 -1.881
C2 -0.953 1.083 -0.886
C3 0.769 1.358 -2.528
C4 -0.647 2.392 -0.346
C5 0.956 2.646 -2.067
C6 0.268 3.116 -0.988
C7 0.168 -2.950 1.405
C8 -0.095 -2.322 0.036
N1 -0.123 0.099 1.778
O1 2.008 0.954 0.220
O2 0.754 -1.174 -0.166
P1 0.833 0.198 0.550
S1 0.584 4.689 -0.430
H1 -0.361 -0.481 -2.198
H2 -1.580 0.314 -0.380
H3 1.308 0.995 -3.351
H4 -1.187 2.730 0.565
H5 1.659 3.345 -2.563
H6 -0.308 -3.878 1.293
H7 1.221 -3.201 1.581
H8 -0.282 -2.418 2.268
H9 -1.197 -1.933 -0.029
H10 0.275 -2.815 -0.812
H11 -0.021 0.953 2.234
H12 -0.220 4.707 0.605

Calculated values
net charge	0
multiplicity	1
highest occupied orbital energy	-8.633	eV
electronic energy	-34198.8501	eV
energy relative to the best compared isomer or geometry (same formula, charge and spin)	260.0	kJ/mol
LUMO energy	0.6	eV

---

Formula: C8H12NO2PS
Source: OMol25
Level of theory: wB97M-V/def2-TZVPD

CARTESIAN COORDINATES (ANGSTROEM)
C1 -1.861 4.010 1.873
C2 -1.654 2.733 1.073
O1 -0.513 2.081 1.621
P1 0.159 1.040 0.542
N1 1.471 0.300 1.265
O2 0.837 1.757 -0.565
S1 -1.235 -0.351 -0.145
C3 -0.157 -1.608 -0.770
C4 0.599 -1.381 -1.921
C5 1.410 -2.359 -2.444
C6 1.440 -3.628 -1.836
C7 0.722 -3.872 -0.687
C8 -0.109 -2.861 -0.169
H1 -0.942 4.600 1.863
H2 -2.704 4.534 1.413
H3 -2.102 3.703 2.864
H4 -2.556 2.112 1.158
H5 -1.538 3.026 0.043
H6 1.964 1.036 1.772
H7 2.037 -0.034 0.520
H8 0.614 -0.390 -2.358
H9 1.986 -2.102 -3.335
H10 2.129 -4.405 -2.212
H11 0.742 -4.857 -0.246
H12 -0.738 -3.084 0.681

Calculated values
net charge	0
multiplicity	1
highest occupied orbital energy	-9.214	eV
electronic energy	-34201.5443	eV
energy relative to the best compared isomer or geometry (same formula, charge and spin)	0.0	kJ/mol
LUMO energy	0.7	eV
SMILES	CCO[P@](N)(=O)Sc1ccccc1